Entry 1:
A molecular structure, C4H21Cd2O8 at a distorted geometry. Source: OMol25; level of theory: ωB97M-V/def2-TZVPD.

Geometry as XYZ:
```
35
Properties=species:S:1:pos:R:3:lowdin_charge:R:1
Cd -0.08 -1.06 -3.60 0.953
Cd -0.52 3.01 -1.47 1.395
C 1.88 -6.84 -1.66 -0.072
C 0.69 -5.96 -1.46 -0.395
O 0.69 -4.66 -1.91 -0.055
H 2.05 -6.88 -2.74 0.089
H 1.71 -7.82 -1.23 0.090
H 2.65 -6.26 -1.14 0.085
H 0.43 -5.86 -0.40 0.136
H -0.12 -6.54 -1.89 0.149
O -0.78 0.04 -0.54 -0.569
H -1.18 -0.30 0.29 -0.104
O 1.04 1.98 -3.90 -0.560
H 2.01 2.09 -3.94 -0.090
O 2.33 3.47 -0.05 -0.099
H 2.72 2.61 0.12 0.040
H 3.07 4.08 -0.04 0.042
O 2.47 -1.47 1.42 -0.053
H 2.89 -2.31 1.59 0.030
H 1.67 -1.69 0.95 0.013
O -3.56 2.52 -3.02 -0.089
H -4.28 3.11 -3.24 0.039
H -3.63 1.80 -3.65 0.034
O -2.12 -3.20 2.05 -0.043
H -2.21 -2.66 1.26 0.018
H -1.38 -3.77 1.87 0.023
C -0.40 5.39 3.26 -0.088
C -1.04 4.03 2.96 -0.286
O -1.65 4.15 1.67 -0.152
H 0.23 5.83 2.48 0.069
H 0.22 5.45 4.15 0.074
H -1.07 6.24 3.40 0.072
H -1.85 3.72 3.62 0.114
H -0.37 3.18 2.92 0.111
H -2.49 4.58 1.85 0.079
```

As for the orbital gap: 0.1165 hartree. The total charge is +1. For the LUMO energy, the calculation gives -0.2833 hartree. For the HOMO energy, the calculation gives -0.3997 hartree. The energy comes out at -29978.1906 eV.

=====

Entry 2:
12 unconnected molecules or ions with the total composition C4H22BO19 at a distorted geometry. Source: OMol25; level of theory: ωB97M-V/def2-TZVPD.

Geometry as XYZ:
```
46
Properties=species:S:1:pos:R:3:lowdin_charge:R:1
O -0.43 -2.97 -2.60 0.043
C -0.57 -1.87 -2.16 -0.512
O 0.05 -1.37 -1.15 0.181
B -0.24 0.06 -1.00 -0.826
O -1.46 0.26 -1.83 0.132
C -1.59 -0.85 -2.57 -0.450
O -2.35 -1.01 -3.52 -0.001
O 0.84 0.90 -1.58 0.255
C 1.40 1.60 -0.57 -0.279
O 2.36 2.38 -0.64 0.056
C 0.55 1.34 0.69 -0.363
O -0.32 0.44 0.45 0.246
O 0.62 2.01 1.75 0.080
O 4.15 2.02 1.55 -0.036
H 3.66 2.05 0.72 -0.003
H 4.98 1.59 1.32 0.038
O -3.01 2.26 1.32 -0.034
H -2.69 1.40 1.59 0.051
H -3.85 2.09 0.90 0.053
O 3.05 2.23 4.24 -0.062
H 3.05 2.49 3.32 -0.008
H 3.90 1.81 4.37 0.021
O 2.22 4.95 0.39 -0.062
H 2.29 4.00 0.25 -0.029
H 1.51 5.22 -0.18 0.026
O -2.14 -3.20 -5.03 -0.089
H -2.32 -2.39 -4.57 -0.041
H -2.50 -3.89 -4.47 0.011
O 0.19 -3.99 0.65 -0.049
H 0.59 -3.15 0.39 0.015
H -0.49 -3.74 1.27 0.024
O -0.95 -0.10 4.06 -0.052
H -0.12 0.20 3.68 0.019
H -1.20 -0.86 3.52 0.022
O -2.79 2.72 -1.23 -0.074
H -2.70 2.71 -0.28 -0.046
H -2.32 1.94 -1.52 -0.004
O 0.62 -5.29 -2.91 -0.083
H 0.24 -4.41 -2.84 -0.047
H 1.20 -5.37 -2.16 0.021
O 0.83 4.05 3.74 -0.069
H -0.05 4.20 3.39 0.025
H 1.08 3.19 3.39 -0.031
O -2.00 -5.48 -1.21 -0.075
H -2.07 -4.52 -1.22 0.014
H -1.20 -5.67 -1.71 -0.009
```

As for the orbital gap (spin up / spin down): 0.1236 / 0.2706 hartree. The total charge is -2. For the LUMO energy (spin up / spin down), the calculation gives 0.1559 / 0.1558 hartree. The energy above the lowest of the compared OMol25 structures with the same formula, charge and spin is 42.52 kJ/mol. As for the spin multiplicity: 2. For the HOMO energy (spin up / spin down), the calculation gives 0.0323 / -0.1148 hartree. The expectation value of S² is 0.753. The energy comes out at -44091.3434 eV.

=====

Entry 3:
7 unconnected molecules or ions with the total composition C4H22N2O7 at a distorted geometry. Source: OMol25; level of theory: ωB97M-V/def2-TZVPD.

Geometry as XYZ:
```
35
Properties=species:S:1:pos:R:3:lowdin_charge:R:1
C 0.88 -2.66 0.46 0.028
C 0.41 -1.33 -0.06 -0.487
N 1.37 -0.54 -0.62 0.076
C 2.82 -0.57 -0.76 -0.178
C 3.27 -0.49 -2.21 -0.280
N 2.75 0.65 -2.94 0.012
O -0.76 -0.95 -0.17 0.007
H 0.29 -2.89 1.35 0.085
H 0.70 -3.36 -0.36 0.103
H 1.93 -2.66 0.71 0.069
H 0.95 0.22 -1.11 0.108
H 3.24 0.23 -0.16 0.125
H 3.14 -1.56 -0.44 0.106
H 4.37 -0.47 -2.19 0.109
H 3.17 -1.45 -2.72 0.115
H 1.96 0.46 -3.54 0.068
H 2.74 1.49 -2.41 0.071
H -3.05 -0.93 0.51 0.023
H -3.65 0.34 1.27 0.010
O -3.44 -0.59 1.32 -0.050
H -3.00 1.95 -0.82 -0.001
H -3.52 2.43 0.65 0.044
O -3.73 2.01 -0.19 -0.052
H -2.47 -1.20 3.21 0.032
H -0.95 -1.31 2.70 0.017
O -1.55 -1.04 3.40 -0.060
H -0.14 2.53 0.75 0.018
H -0.94 2.82 -0.53 -0.009
O -0.38 3.23 0.14 -0.055
H -0.44 0.85 4.19 0.016
H -1.10 1.09 2.82 0.001
O -0.60 1.51 3.52 -0.069
H -1.77 0.84 -2.62 0.063
H -1.19 0.25 -1.35 0.007
O -1.33 1.11 -1.80 -0.073
```

As for the orbital gap: 0.3630 hartree. For the LUMO energy, the calculation gives 0.0068 hartree. The energy above the lowest of the compared OMol25 structures with the same formula, charge and spin is 203.04 kJ/mol. For the HOMO energy, the calculation gives -0.3562 hartree. The energy comes out at -21818.1331 eV.

=====

Entry 4:
7 unconnected molecules or ions with the total composition C4H22N2O7 at a distorted geometry. Source: OMol25; level of theory: ωB97M-V/def2-TZVPD.

Geometry as XYZ:
```
35
Properties=species:S:1:pos:R:3:lowdin_charge:R:1
C -0.66 1.36 0.68 0.024
C -0.36 -0.04 0.23 -0.456
N 0.77 -0.77 0.81 0.112
C 1.24 -0.53 2.32 -0.078
C 0.14 -0.63 3.39 -0.086
N -0.40 -2.10 3.57 0.275
O -0.76 -0.55 -0.75 0.083
H -1.21 1.78 -0.16 0.080
H -1.10 1.66 1.60 0.086
H 0.31 1.82 0.93 0.098
H 0.66 -1.75 0.60 0.095
H 1.99 -1.30 2.41 0.112
H 1.79 0.46 2.44 0.166
H 0.62 -0.29 4.32 0.144
H -0.73 -0.12 3.05 0.094
H -0.87 -2.38 2.67 0.123
H 0.28 -2.77 3.62 0.080
H -2.08 -0.08 -1.97 -0.060
H -1.66 0.41 -3.30 0.093
O -2.45 0.19 -2.74 -0.012
H 1.03 -1.64 -2.93 -0.030
H 1.65 -0.51 -2.37 -0.058
O 1.10 -0.77 -3.06 0.029
H -2.23 1.86 -2.27 -0.014
H -1.77 3.08 -3.05 0.036
O -2.10 2.82 -2.21 -0.043
H 2.39 1.01 -1.33 0.064
H 2.73 -0.45 -0.79 0.049
O 3.02 0.24 -1.44 -0.075
H -0.08 3.09 -1.42 -0.075
H 1.17 3.66 -1.29 0.083
O 0.68 2.86 -1.06 0.004
H -0.86 -4.02 -0.30 0.117
H -1.27 -2.44 -0.45 0.069
O -1.01 -3.15 0.24 -0.127
```

As for the orbital gap (spin up / spin down): 0.3851 / 0.1566 hartree. The total charge is +1. For the LUMO energy (spin up / spin down), the calculation gives -0.1178 / -0.3458 hartree. The energy above the lowest of the compared OMol25 structures with the same formula, charge and spin is 275.57 kJ/mol. As for the spin multiplicity: 2. For the HOMO energy (spin up / spin down), the calculation gives -0.5029 / -0.5024 hartree. The expectation value of S² is 0.757. The energy comes out at -21806.6254 eV.

=====

Entry 5:
9 unconnected molecules or ions with the total composition C4H22NO10S at a distorted geometry. Source: OMol25; level of theory: ωB97M-V/def2-TZVPD.

Geometry as XYZ:
```
38
Properties=species:S:1:pos:R:3:lowdin_charge:R:1
O -0.28 -2.44 -0.82 0.070
C 0.05 -1.27 -0.78 -0.456
N -0.07 -0.57 -2.02 0.143
C 0.09 0.77 -2.29 -0.283
O -0.03 1.64 -1.44 -0.003
C 0.56 -0.57 0.42 -0.208
C 2.00 -0.07 0.26 -0.678
S 3.19 -1.45 -0.05 0.313
H -0.05 -1.22 -2.79 0.139
H 0.28 1.04 -3.32 0.128
H -0.11 0.24 0.70 0.083
H 0.56 -1.27 1.26 0.115
H 2.11 0.64 -0.56 0.025
H 2.32 0.47 1.15 0.032
H -2.78 1.09 0.11 0.015
H -1.44 1.71 -0.31 0.007
O -2.17 1.83 0.36 -0.108
H -3.33 -1.03 0.26 0.031
H -2.67 -0.70 -1.11 0.024
O -3.39 -0.42 -0.53 -0.065
H -1.80 -2.26 1.40 0.037
H -2.38 -1.08 2.19 0.014
O -2.65 -1.88 1.66 -0.081
H 1.50 -3.07 -2.26 0.016
H 2.87 -2.55 -1.97 -0.081
O 2.28 -2.77 -2.73 -0.139
H -0.41 3.42 1.52 0.053
H 0.83 2.79 0.88 0.046
O 0.51 3.24 1.67 -0.029
H -2.10 1.05 1.99 0.008
H -1.21 0.77 3.29 0.020
O -2.04 0.51 2.81 -0.095
H 0.53 2.11 3.03 0.011
H 1.18 0.85 3.65 0.049
O 0.42 1.43 3.74 -0.075
H 2.34 -1.08 -3.17 -0.004
H 2.99 0.19 -2.81 0.032
O 2.28 -0.11 -3.39 -0.107
```

As for the orbital gap: 0.2515 hartree. The total charge is -1. For the LUMO energy, the calculation gives 0.1037 hartree. The energy above the lowest of the compared OMol25 structures with the same formula, charge and spin is 0.00 kJ/mol. For the HOMO energy, the calculation gives -0.1478 hartree. The energy comes out at -37309.5851 eV.

=====

Entry 6:
9 unconnected molecules or ions with the total composition C4H22NO11 at a distorted geometry. Source: OMol25; level of theory: ωB97M-V/def2-TZVPD.

Geometry as XYZ:
```
38
Properties=species:S:1:pos:R:3:lowdin_charge:R:1
O 1.29 -1.29 2.10 0.017
C 0.77 -1.45 0.97 -0.522
O 1.25 -1.46 -0.17 0.136
C -0.93 -1.44 0.97 -0.178
C -1.36 -2.85 0.93 -0.144
C -0.88 -3.42 -0.38 -0.247
O -1.60 -3.49 -1.39 0.063
N -1.42 -0.69 2.20 0.187
H -1.30 -0.83 0.17 0.128
H -2.40 -3.37 1.00 0.177
H -0.88 -3.47 1.70 0.134
H 0.15 -3.85 -0.25 0.138
H -0.58 -0.22 2.56 0.046
H -1.85 -1.27 2.94 0.126
H 2.86 0.28 -2.39 0.005
H 1.86 -0.79 -2.75 0.038
O 2.56 -0.22 -3.08 0.010
H -0.90 0.89 -1.32 0.034
H -0.75 1.25 -2.80 -0.025
O -1.37 1.28 -2.09 -0.050
H 3.36 0.50 1.69 0.104
H 3.61 0.89 0.28 -0.004
O 3.50 1.31 1.08 -0.031
H 1.24 2.02 2.63 0.096
H 1.28 0.45 2.51 0.026
O 0.75 1.19 2.97 -0.113
H 0.94 2.74 -0.03 -0.051
H 2.31 2.52 0.36 -0.034
O 1.78 2.99 -0.27 -0.021
H -3.09 1.74 -1.04 0.004
H -4.00 0.78 -0.39 0.030
O -3.79 1.71 -0.36 -0.064
H 1.04 0.47 -3.81 -0.043
H -0.16 -0.39 -4.14 0.097
O 0.20 0.54 -4.19 -0.040
H -1.86 2.59 1.04 -0.006
H -0.70 1.76 1.58 0.013
O -0.95 2.63 1.18 -0.037
```

As for the orbital gap (spin up / spin down): 0.3977 / 0.2178 hartree. For the LUMO energy (spin up / spin down), the calculation gives -0.0065 / -0.1863 hartree. As for the spin multiplicity: 2. For the HOMO energy (spin up / spin down), the calculation gives -0.4042 / -0.4042 hartree. The expectation value of S² is 0.759. The energy comes out at -28514.0561 eV.